Molecular formula: C3H5NO
Method: DFT, ωB97M-V with the def2-TZVPD basis set

Element x y z (Å)
N 1.6615 -0.5453 -0.1702
C 0.5585 -0.0270 0.3937
C -0.6487 -0.6307 0.2462
C -1.1786 0.7084 0.6241
O 0.2341 1.2027 0.8250
H 2.5759 -0.1256 -0.2521
H -0.8847 -1.5858 0.6824
H 1.0829 -1.0764 -0.8367
H -1.7778 0.7488 1.5225
H -1.5707 1.3248 -0.1904

As for the largest force on an atom: 2.5 eV/A. The HOMO energy is -7.8 eV. Its spin multiplicity is 1. The value obtained for the HOMO-LUMO gap is 8.8480 eV. The LUMO energy comes out at 1.04 eV. The value obtained for the total energy is -6726.408 eV. As for the energy relative to the best compared isomer or geometry (same formula, charge and spin): 305.33 kJ/mol.